# 1
Density functional theory data (ωB97M-V with the def2-TZVPD basis set) for a molecular structure, C7H7AlBBe2ClCsF6O9P.

ORCA input file:
```
! RIJCOSX wB97M-V def2-TZVPD def2/J DEFGRID3
* xyz 0 1
C 3.21153 -0.59529 1.06394
P 1.65016 0.03322 1.84173
C 0.30494 -0.02704 0.56436
C -0.90186 -0.80748 1.22410
O -0.94777 -1.97961 1.10137
H 2.97013 -0.93964 0.04239
H 3.62283 -1.42177 1.68168
H 3.96271 0.21407 1.08874
H 1.79684 1.41591 2.23350
H 0.02330 1.01194 0.28987
H 0.63205 -0.61759 -0.30968
H -1.63050 -0.20220 1.80945
Be 2.63597 3.13214 1.53646
B -1.35429 1.93731 -3.05920
O -0.90859 0.81028 -3.93277
C 0.25344 0.41924 -3.49710
O 0.87124 -0.50721 -4.00659
C 0.66797 1.23922 -2.31665
O 1.68518 1.10346 -1.69751
O -0.27519 2.13058 -2.06377
O -1.58907 3.15437 -3.84246
C -2.87039 3.50817 -3.65903
O -3.39254 4.45677 -4.15376
C -3.51935 2.51124 -2.73294
O -4.64859 2.52395 -2.35760
O -2.60140 1.59767 -2.39978
Cl 0.46962 0.13193 4.22565
F 1.43846 -2.97463 4.41276
Al 0.04721 -3.65755 5.20996
F -0.91434 -2.41178 5.86750
F 0.57491 -4.72879 6.48930
F -0.92144 -4.57477 4.02432
Be -0.82460 -1.63731 -4.59333
F 3.00345 1.97771 -3.33832
Cs 0.10083 -6.22520 4.07147
F -2.62285 -0.00132 -0.81804
*
```

The max |F| is 13.56 eV/Å. Its HOMO energy is -0.309 Eh. The frontier orbital gap comes out at 2.65 eV.

Atom charges from the Löwdin analysis, given in e for atoms 1 to 4:
1 C -0.203
2 P 0.956
3 C -0.282
4 C -0.364

***

# 2
Density functional theory data (ωB97M-V with the def2-TZVPD basis set) for C7H7Br3N2OS in the gas phase.

ORCA input file:
```
! RIJCOSX wB97M-V def2-TZVPD def2/J DEFGRID3
* xyz 0 1
O 1.94811 -0.97738 2.17887
Br 4.70715 -2.23967 1.79441
Br 2.75976 -3.94966 -3.30413
Br -0.04372 -2.62769 -1.76820
N 3.86557 -3.17022 -0.70428
S -0.32750 -0.83670 0.91095
C 1.38057 -1.35204 1.16983
C 3.44580 -2.53435 0.38378
C 2.80282 -3.15354 -1.57705
C 1.70045 -2.61040 -0.96034
N 2.10135 -2.13882 0.27532
C -2.22296 1.84425 0.60220
C -0.29175 0.74849 1.84896
C -1.68743 1.42257 1.94346
H -1.43502 2.45528 0.10517
H -2.47295 1.00050 -0.03429
H -3.08067 2.49743 0.72238
H -0.03191 0.51306 2.85390
H 0.47088 1.44300 1.45288
H -2.38724 0.71982 2.36502
H -1.64745 2.29181 2.61315
*
```

The SMILES is CCCSC(=O)n1c(Br)nc(Br)c1Br. The value obtained for the energy above the lowest of the compared OMol25 structures with the same formula, charge and spin is 0.00 kcal/mol. The max |F| is 3.11 eV/Å. Its HOMO energy is -0.330 Eh. The frontier orbital gap comes out at 8.86 eV.

Atom charges from the natural (NBO) analysis, given in e for atoms 1 to 4:
1 O -0.548
2 Br 0.154
3 Br 0.107
4 Br 0.135

***

# 3
Density functional theory data (ωB97M-V with the def2-TZVPD basis set) for a molecular structure, C7H7BrF2.

ORCA input file:
```
! RIJCOSX wB97M-V def2-TZVPD def2/J DEFGRID3
* xyz 0 1
C 0.93469 -1.02381 1.27811
C 0.18032 -1.99852 0.48578
C 0.88995 0.29029 1.06559
C -0.85127 -1.72984 -0.35302
C 0.05891 0.99545 0.13675
C -1.25762 -0.36964 -0.63996
C 0.63174 1.81292 -0.92756
F -0.88721 1.77453 0.91721
F -1.40523 -0.04861 -1.97440
Br -2.94463 -0.07652 0.25251
H 1.58602 -1.30493 2.08410
H 0.32568 -3.02921 0.91674
H 1.76245 0.94422 1.41573
H -1.18003 -2.48909 -1.11208
H -0.17217 1.99131 -1.62593
H 1.53590 1.46292 -1.43783
H 0.79250 2.79856 -0.48173
*
```

The value obtained for the energy above the lowest of the compared OMol25 structures with the same formula, charge and spin is 37.21 kcal/mol. The max |F| is 5.25 eV/Å. Its HOMO energy is -0.336 Eh. The frontier orbital gap comes out at 8.88 eV.

Atom charges from the natural (NBO) analysis, given in e for atoms 1 to 4:
1 C -0.193
2 C -0.199
3 C -0.231
4 C -0.275

***

# 4
Density functional theory data (ωB97M-V with the def2-TZVPD basis set) for C7H7ClN2P2 in the gas phase.

ORCA input file:
```
! RIJCOSX wB97M-V def2-TZVPD def2/J DEFGRID3
* xyz 0 1
C 4.33900 -1.13167 -0.49863
C 2.68789 0.09831 0.85058
C 1.38319 0.26085 1.15349
C 1.99797 -1.87595 -0.44372
C 2.99911 -1.02857 -0.05408
C 0.40235 -0.60861 0.74706
C -2.43302 -1.28209 0.08799
N 5.43882 -1.12331 -0.79752
N 0.80624 -1.78125 0.12951
P -4.02785 -0.36229 -0.23679
P -1.17091 -0.01501 0.18745
Cl -2.19010 -2.49780 -1.06606
H 3.41919 0.65886 1.27654
H 1.16020 1.09448 1.70348
H 2.17682 -2.64453 -1.18439
H -3.81982 0.31424 1.04131
H -3.72059 0.78806 -0.89986
H -0.13930 -2.30887 -0.11514
H -1.61873 0.61442 1.32107
*
```

The SMILES is N#Cc1ccc(=[PH]=C(P)Cl)[nH]c1. The value obtained for the energy above the lowest of the compared OMol25 structures with the same formula, charge and spin is 56.62 kcal/mol. The max |F| is 4.53 eV/Å. Its HOMO energy (alpha / beta) is -0.245 / -0.287 Eh. The frontier orbital gap (alpha / beta) comes out at 5.11 / 7.03 eV.

Atom charges from the natural (NBO) analysis, given in e for atoms 1 to 4:
1 C 0.264
2 C -0.135
3 C -0.222
4 C 0.104

***

# 5
Density functional theory data (ωB97M-V with the def2-TZVPD basis set) for a gas-phase ion, C7H7ClN3 (charge +1).

ORCA input file:
```
! RIJCOSX wB97M-V def2-TZVPD def2/J DEFGRID3
* xyz 1 1
C -0.03502 -2.26156 1.70026
C -0.61010 -3.20957 0.80416
C 0.01604 -1.17442 0.90703
C -0.59242 -0.53480 -1.35484
C -0.24704 0.76587 -1.32119
C 0.60737 0.96111 0.88383
C 0.58531 2.89611 -0.48548
N -0.86015 -2.69957 -0.37965
N -0.47443 -1.42009 -0.32804
N 0.30949 1.48397 -0.25956
Cl 1.30964 1.66078 2.18699
H 0.26606 -2.39996 2.71487
H -0.83500 -4.23622 1.01575
H -1.01689 -0.96061 -2.25392
H -0.40087 1.35171 -2.21184
H 0.07308 3.24511 -1.37784
H 1.65820 3.05058 -0.60934
H 0.24672 3.48156 0.36881
*
```

The value obtained for the energy above the lowest of the compared OMol25 structures with the same formula, charge and spin is 94.97 kcal/mol. The max |F| is 5.36 eV/Å. Its HOMO energy is -0.486 Eh. The frontier orbital gap comes out at 8.35 eV.

Atom charges from the natural (NBO) analysis, given in e for atoms 1 to 4:
1 C -0.371
2 C 0.018
3 C 0.313
4 C 0.085

***

# 6
Density functional theory data (ωB97M-V with the def2-TZVPD basis set) for 2 unconnected molecules or ions with the total composition C7H7I.

ORCA input file:
```
! RIJCOSX wB97M-V def2-TZVPD def2/J DEFGRID3
* xyz 0 1
C -1.62128 -0.02358 -0.02746
C -1.16233 0.65977 1.15867
C -0.79671 -0.21564 -1.12506
C 0.17999 0.79480 1.38630
C 1.85197 -0.63245 -0.13748
C 0.60875 0.01580 -0.98130
C 1.03402 0.44655 0.36169
I 3.24322 3.12182 0.61980
H -2.65356 -0.27154 -0.30517
H -1.77539 0.99193 1.91460
H -1.01613 -0.44958 -2.12887
H 0.30365 1.23550 2.34864
H 1.72945 -1.49208 0.47539
H 2.84167 -0.39485 -0.52416
H 0.87120 0.45905 -1.87789
*
```

The value obtained for the energy above the lowest of the compared OMol25 structures with the same formula, charge and spin is 27.61 kcal/mol. The max |F| is 3.19 eV/Å. Its HOMO energy (alpha / beta) is -0.298 / -0.261 Eh. The frontier orbital gap (alpha / beta) comes out at 6.66 / 4.73 eV.

Atom charges from the natural (NBO) analysis, given in e for atoms 1 to 4:
1 C -0.228
2 C -0.132
3 C -0.115
4 C -0.243